16
Properties=species:S:1:pos:R:3:forces:R:3 method="wB97M-V/def2-TZVPD" molar_mass_g_mol=75.135 relative_energy_kcal_mol=12.9 smiles=NCCC[NH3+] total_charge=+1 homo_lumo_gap_ha=0.3908 lumo_energy_ev=-3.33 total_energy_ev=-6263.022
N -1.142 1.227 -0.299 1.05 -1.34 -0.28
C 0.245 1.355 0.276 -1.68 0.83 0.11
C 0.704 0.047 0.913 0.25 1.25 -1.09
C 0.869 -1.095 -0.076 0.35 -1.15 1.81
N -0.433 -1.449 -0.697 -1.41 -0.12 -0.58
H -1.806 1.611 0.356 -0.28 0.25 -0.54
H -1.171 1.611 -1.230 -0.51 0.55 0.16
H 0.065 2.154 0.998 0.99 -0.24 0.47
H 0.913 1.782 -0.466 0.20 -0.34 -0.12
H 1.661 0.239 1.385 0.19 -0.21 0.26
H -0.026 -0.205 1.675 0.01 -0.33 0.20
H 1.163 -1.951 0.551 -0.26 -0.06 -0.29
H 1.664 -1.111 -0.822 -0.32 0.92 -0.23
H -1.088 -1.957 -0.090 0.73 -0.51 0.08
H -1.066 -0.631 -0.882 0.92 0.76 0.04
H -0.289 -1.962 -1.563 -0.21 -0.27 0.01



16
Properties=species:S:1:pos:R:3:forces:R:3 method="wB97M-V/def2-TZVPD" molar_mass_g_mol=75.135 relative_energy_kcal_mol=43.0 total_charge=+1 homo_lumo_gap_ha=0.4211 lumo_energy_ev=-3.28 total_energy_ev=-6261.718
C -2.228 -0.489 -1.121 1.27 -0.80 -0.10
N -1.391 0.367 -0.218 0.80 -0.17 -2.11
H -3.226 -0.164 -1.211 -1.18 0.58 0.02
H -1.810 -0.514 -2.153 -0.04 0.12 0.82
H -2.251 -1.516 -0.751 0.05 0.11 0.01
H 0.075 -0.421 0.051 0.44 -0.12 -0.84
H -1.900 0.689 0.574 -0.53 0.24 0.60
H -1.167 1.189 -0.810 -0.10 -0.37 0.99
C 1.764 0.669 1.780 1.09 0.67 -0.22
C 1.958 0.467 0.482 -0.13 1.10 -0.63
N 1.159 -0.633 -0.199 1.62 0.14 -0.65
H 1.388 -0.016 2.471 -1.60 -1.67 0.27
H 2.080 1.464 2.457 0.79 0.46 -1.19
H 2.587 1.086 -0.216 -1.02 -0.60 0.93
H 1.624 -1.487 0.122 -0.87 -0.30 0.26
H 1.337 -0.691 -1.256 -0.59 0.62 1.86



16
Properties=species:S:1:pos:R:3:forces:R:3 method="wB97M-V/def2-TZVPD" molar_mass_g_mol=75.135 relative_energy_kcal_mol=80.4 total_charge=+2 homo_lumo_gap_ha="0.3554 / 0.1846" lumo_energy_ev="-10.33 / -14.95" spin_multiplicity=2 total_energy_ev=-6246.966 s_squared=0.7586
C -2.842 -0.052 0.639 1.53 -0.47 -0.50
N -1.789 0.601 0.867 -4.31 -0.41 -0.42
H -3.767 0.534 0.597 -0.54 0.66 0.35
H -3.080 -1.087 0.323 0.72 -0.02 0.40
H -1.963 1.617 0.934 1.62 0.61 0.37
H 0.329 -1.683 -0.229 -0.86 -0.42 -0.02
C 1.892 0.757 -1.240 -0.42 0.90 -0.69
C 2.008 -0.457 -0.388 -1.70 0.11 -0.49
N 0.520 -0.814 0.244 0.59 1.45 -0.25
H 1.639 1.750 -0.867 -0.68 -0.31 1.20
H 2.879 1.073 -1.532 0.65 -0.63 -0.96
H 1.196 0.575 -2.076 0.76 0.05 -0.03
H 2.129 -1.335 -1.053 0.41 0.43 0.67
H 2.699 -0.409 0.442 -0.01 -0.10 0.17
H 0.692 -0.998 1.225 -0.24 -0.20 0.45
H -0.300 -0.081 0.159 2.48 -1.64 -0.25



What did the second record say?
16
Properties=species:S:1:pos:R:3:forces:R:3 method="wB97M-V/def2-TZVPD" molar_mass_g_mol=75.135 relative_energy_kcal_mol=43.0 total_charge=+1 homo_lumo_gap_ha=0.4211 lumo_energy_ev=-3.28 total_energy_ev=-6261.718
C -2.228 -0.489 -1.121 1.27 -0.80 -0.10
N -1.391 0.367 -0.218 0.80 -0.17 -2.11
H -3.226 -0.164 -1.211 -1.18 0.58 0.02
H -1.810 -0.514 -2.153 -0.04 0.12 0.82
H -2.251 -1.516 -0.751 0.05 0.11 0.01
H 0.075 -0.421 0.051 0.44 -0.12 -0.84
H -1.900 0.689 0.574 -0.53 0.24 0.60
H -1.167 1.189 -0.810 -0.10 -0.37 0.99
C 1.764 0.669 1.780 1.09 0.67 -0.22
C 1.958 0.467 0.482 -0.13 1.10 -0.63
N 1.159 -0.633 -0.199 1.62 0.14 -0.65
H 1.388 -0.016 2.471 -1.60 -1.67 0.27
H 2.080 1.464 2.457 0.79 0.46 -1.19
H 2.587 1.086 -0.216 -1.02 -0.60 0.93
H 1.624 -1.487 0.122 -0.87 -0.30 0.26
H 1.337 -0.691 -1.256 -0.59 0.62 1.86



What did the second record say?
16
Properties=species:S:1:pos:R:3:forces:R:3 method="wB97M-V/def2-TZVPD" molar_mass_g_mol=75.135 relative_energy_kcal_mol=43.0 total_charge=+1 homo_lumo_gap_ha=0.4211 lumo_energy_ev=-3.28 total_energy_ev=-6261.718
C -2.228 -0.489 -1.121 1.27 -0.80 -0.10
N -1.391 0.367 -0.218 0.80 -0.17 -2.11
H -3.226 -0.164 -1.211 -1.18 0.58 0.02
H -1.810 -0.514 -2.153 -0.04 0.12 0.82
H -2.251 -1.516 -0.751 0.05 0.11 0.01
H 0.075 -0.421 0.051 0.44 -0.12 -0.84
H -1.900 0.689 0.574 -0.53 0.24 0.60
H -1.167 1.189 -0.810 -0.10 -0.37 0.99
C 1.764 0.669 1.780 1.09 0.67 -0.22
C 1.958 0.467 0.482 -0.13 1.10 -0.63
N 1.159 -0.633 -0.199 1.62 0.14 -0.65
H 1.388 -0.016 2.471 -1.60 -1.67 0.27
H 2.080 1.464 2.457 0.79 0.46 -1.19
H 2.587 1.086 -0.216 -1.02 -0.60 0.93
H 1.624 -1.487 0.122 -0.87 -0.30 0.26
H 1.337 -0.691 -1.256 -0.59 0.62 1.86